Density functional theory data (wB97M-V/def2-TZVPD) for a structure of composition C39H65N3O3P2SbSiSn.

Last column: Mulliken charge in e.
CARTESIAN COORDINATES (ANGSTROEM)
Sn: -0.18216 0.22737 -0.21597  2.15
N: -0.99489 -1.73736 1.26971  -0.01
C: -1.38740 -2.99703 0.67608  -0.40
C: -1.43155 -4.16353 1.42500  -0.27
C: -1.80830 -5.35336 0.82055  -0.78
C: -2.14696 -5.38048 -0.52706  -0.88
C: -2.10273 -4.21582 -1.27384  -0.82
C: -1.71993 -3.01303 -0.67416  0.33
P: -1.63536 -1.49192 -1.62839  0.72
C: -3.27105 -0.72428 -1.57207  0.71
C: -3.60397 0.31516 -2.44563  -0.24
C: -4.85190 0.91260 -2.36826  -1.08
C: -5.76555 0.50199 -1.40324  -0.78
C: -5.43315 -0.51489 -0.52020  -0.89
C: -4.19144 -1.13253 -0.60665  -0.93
C: -1.22763 -1.97110 -3.31510  0.63
C: -2.21195 -2.05694 -4.30192  -0.58
C: -1.88042 -2.50425 -5.57342  -0.81
C: -0.57496 -2.87801 -5.86215  -0.70
C: 0.40092 -2.82132 -4.87377  -0.66
C: 0.07862 -2.37026 -3.60475  -0.33
H: -0.28978 -1.88390 1.98680  0.06
H: -1.79526 -1.30707 1.72910  0.27
H: -1.17851 -4.13961 2.47917  0.55
H: -1.84257 -6.26370 1.40629  0.45
H: -2.44490 -6.31098 -0.99280  0.48
H: -2.35874 -4.23905 -2.32595  0.50
H: -2.90445 0.63664 -3.20967  0.85
H: -5.12149 1.68715 -3.07617  0.54
H: -6.74519 0.96170 -1.35563  0.47
H: -6.15052 -0.85194 0.21812  0.50
H: -3.96773 -1.96752 0.04980  0.53
H: -3.23840 -1.79702 -4.08442  0.51
H: -2.64731 -2.57590 -6.33372  0.49
H: -0.32168 -3.23043 -6.85361  0.46
H: 1.41073 -3.14513 -5.09193  0.48
H: 0.83883 -2.35605 -2.83227  0.40
C: 2.70880 -0.94186 5.13604  -1.44
C: 3.23281 0.02984 4.08411  0.35
C: 2.93125 1.47917 4.45170  -1.28
Sb: 2.47398 -0.43539 2.12229  -0.19
C: 3.27782 -2.42830 1.90867  0.19
C: 3.69076 -2.73732 0.47313  -0.74
C: 2.27258 -3.45805 2.41695  -1.46
C: 3.92229 0.63668 0.91245  2.29
C: 5.31718 0.62301 1.53291  -1.75
C: 3.46630 2.05641 0.58237  -0.97
H: 3.09590 -0.66429 6.12031  0.42
H: 3.02195 -1.97092 4.94714  0.32
H: 1.61631 -0.92249 5.20330  0.29
H: 4.31147 -0.10571 3.97823  0.43
H: 1.85248 1.63301 4.57392  0.16
H: 3.30112 2.19231 3.70894  0.27
H: 3.39722 1.73592 5.40654  0.47
H: 4.16808 -2.44104 2.54315  0.62
H: 2.83912 -2.65697 -0.21289  -0.06
H: 4.06532 -3.76285 0.40136  0.53
H: 4.48482 -2.07462 0.12016  -0.09
H: 1.43008 -3.54174 1.72236  0.23
H: 1.87631 -3.22659 3.41008  0.29
H: 2.73111 -4.44888 2.47233  0.49
H: 3.95115 0.05829 -0.01475  -1.70
H: 5.35596 1.20889 2.45450  0.44
H: 6.04946 1.06447 0.84970  0.39
H: 5.65756 -0.38811 1.77002  0.42
H: 3.35728 2.66748 1.48298  0.37
H: 2.51029 2.07909 0.04673  -0.09
H: 4.20548 2.56600 -0.04484  0.39
C: -2.75225 3.95788 -2.97408  -0.60
O: -1.57888 3.27973 -3.47466  -0.31
P: -0.66674 2.42590 -2.46350  0.06
O: 0.17520 3.49316 -1.60143  0.27
C: 0.93435 4.56627 -2.23240  -0.95
O: 0.48390 1.96406 -3.49926  -0.14
C: 0.16380 1.24971 -4.71686  -0.68
H: -3.35151 4.22872 -3.83562  0.28
H: -2.46160 4.86479 -2.44358  0.25
H: -3.32947 3.30157 -2.31910  0.18
H: 0.87490 5.43128 -1.57758  0.30
H: 0.51910 4.81122 -3.20706  0.40
H: 1.96931 4.24919 -2.34076  0.22
H: 0.06461 0.18222 -4.50953  0.18
H: 0.98768 1.41336 -5.40607  0.28
H: -0.74804 1.63659 -5.16818  0.43
N: 1.49385 -0.26481 -1.55107  0.03
C: 2.49392 -0.18825 -2.14412  -0.41
N: 3.53371 -0.13285 -2.89442  0.44
C: 4.54169 -1.22888 -2.91955  -0.70
C: 5.87026 -0.72876 -2.34179  -0.71
C: 6.00864 0.79115 -2.50978  0.06
C: 5.34993 1.25895 -3.80339  -0.97
C: 3.83222 1.07489 -3.72267  -0.19
H: 4.64149 -1.52366 -3.96337  0.48
H: 4.13119 -2.07814 -2.37723  0.39
H: 6.67771 -1.23996 -2.86764  0.51
H: 5.95887 -1.00538 -1.28956  0.20
H: 7.05973 1.07367 -2.48935  0.49
H: 5.53447 1.30383 -1.66784  -0.37
H: 5.75158 0.70531 -4.65483  0.40
H: 5.55767 2.31046 -3.99698  0.48
H: 3.38565 0.92907 -4.70640  0.14
H: 3.34440 1.92299 -3.24287  0.11
C: 0.50682 3.56030 2.04987  0.03
Si: -1.21505 3.02620 2.30881  0.25
C: -2.48766 3.38962 1.05363  -0.49
C: -1.67341 2.25105 3.89453  -0.97
H: 0.65941 4.52488 2.55462  0.58
H: 0.71984 3.68575 0.98800  -0.09
H: 1.20322 2.85341 2.50583  -0.22
H: -3.07458 4.25300 1.39950  0.54
H: -3.19536 2.56252 0.94773  0.30
H: -2.03408 3.63764 0.09523  -0.11
H: -1.46488 2.96400 4.70300  0.41
H: -1.02308 1.39046 4.08992  0.29
H: -2.71851 1.95307 3.94970  0.42

* charge: +3
* HOMO-LUMO gap: 6.3 eV
* lowest unoccupied orbital energy: -8.66 eV
* ΔE to the lowest compared entry with this formula, charge and spin: 0.0 kcal/mol
* E_tot: -90912.759 eV
* HOMO energy: -15.00 eV
* maximum force: 0.53 eV Å⁻¹